Record 1
{"formula": "C8H10AsBF4OPtS5", "method": "the ωB97M-V functional and the def2-TZVPD basis", "largest_force_ev_per_a": 0.178, "relative_energy_ev": 0.161, "charge": -2, "elements": ["Pt", "S", "As", "S", "S", "S", "F", "B", "F", "F", "F", "C", "C", "C", "C", "C", "C", "C", "S", "C", "O", "H", "H", "H", "H", "H", "H", "H", "H", "H", "H"], "positions_angstrom": [[2.296, -0.667, -0.255], [5.993, -1.778, -2.558], [5.557, -0.558, -0.918], [3.716, 0.728, -1.295], [4.180, -1.560, 0.574], [7.104, 0.500, 0.006], [-2.208, 3.624, 1.585], [-3.483, 3.300, 1.052], [-4.440, 3.343, 2.079], [-3.422, 1.995, 0.512], [-3.817, 4.215, 0.041], [-1.035, 0.675, 2.828], [-0.526, 0.076, 1.550], [-0.215, -1.294, 1.464], [0.135, -1.908, 0.274], [0.266, -1.117, -0.896], [0.165, 0.288, -0.773], [-0.323, 0.852, 0.426], [0.288, -1.953, -2.496], [-1.419, -1.503, -2.893], [0.254, -3.410, -2.209], [-1.675, -0.029, 3.363], [-1.599, 1.584, 2.625], [-0.202, 0.938, 3.485], [-0.306, -1.906, 2.355], [0.248, -2.980, 0.192], [0.261, 0.909, -1.655], [-0.563, 1.907, 0.460], [-2.068, -1.874, -2.102], [-1.663, -1.976, -3.844], [-1.499, -0.420, -2.977]], "atomic_forces_ev_per_a": [[-0.125, 0.001, 0.073], [0.011, -0.011, 0.007], [-0.017, 0.100, -0.026], [0.040, -0.099, -0.008], [0.050, -0.059, -0.020], [-0.011, 0.005, 0.014], [-0.016, -0.023, -0.022], [0.099, -0.042, -0.057], [-0.045, -0.004, 0.049], [0.002, 0.002, 0.017], [-0.012, 0.017, -0.001], [0.062, 0.064, 0.000], [0.020, -0.023, -0.109], [-0.036, 0.070, 0.056], [-0.051, 0.053, -0.030], [0.165, 0.001, 0.067], [-0.069, -0.020, 0.003], [-0.005, -0.055, 0.034], [-0.066, 0.074, -0.026], [-0.001, -0.018, 0.003], [-0.005, -0.029, -0.008], [-0.008, 0.008, -0.009], [-0.031, -0.012, -0.005], [0.012, -0.026, 0.014], [0.000, -0.003, -0.006], [0.022, 0.001, -0.023], [-0.005, 0.022, 0.016], [0.005, 0.014, -0.001], [0.002, -0.004, 0.000], [0.020, -0.008, -0.001], [-0.007, 0.004, -0.004]], "mulliken_charge": [0.7414, -0.5819, 0.4363, -0.4108, -0.4087, -0.5821, -0.4207, 0.6212, -0.3979, -0.4071, -0.3913, -1.4033, 0.9416, -0.2590, -0.8600, -0.2759, -1.1869, 0.1900, 0.4639, -0.9669, -0.6562, 0.3510, 0.2519, 0.2780, 0.3635, 0.5170, 0.6845, 0.3623, 0.2984, 0.3734, 0.3344]}

=====

Record 2
{"formula": "C8H10BCl4NO", "method": "the ωB97M-V functional and the def2-TZVPD basis", "largest_force_ev_per_a": 2.291, "energy_ha": -2306.572557, "charge": 0, "elements": ["Cl", "B", "Cl", "Cl", "O", "C", "C", "C", "C", "C", "Cl", "C", "C", "H", "H", "H", "H", "H", "C", "N", "H", "H", "H", "H", "H"], "positions_angstrom": [[3.863, 2.418, -1.053], [3.097, 0.762, -0.995], [3.503, -0.259, -2.513], [3.660, -0.257, 0.513], [1.593, 0.940, -0.844], [0.736, -0.019, -0.798], [-0.659, 0.231, -0.892], [-1.561, -0.859, -1.010], [-2.926, -0.634, -1.060], [-3.412, 0.694, -1.055], [-5.109, 0.952, -1.087], [-2.516, 1.782, -1.054], [-1.144, 1.551, -1.001], [1.071, -1.065, -0.802], [-1.201, -1.890, -1.021], [-3.629, -1.468, -1.077], [-2.917, 2.790, -1.075], [-0.432, 2.361, -1.009], [1.350, -1.685, 2.699], [0.874, -0.366, 2.375], [0.880, -2.096, 3.615], [1.099, -2.337, 1.845], [2.443, -1.713, 2.864], [1.374, 0.232, 1.741], [-0.039, -0.063, 2.694]], "atomic_forces_ev_per_a": [[-0.382, -0.306, 0.058], [1.206, -0.859, 0.292], [-0.525, 0.403, 0.348], [-0.257, 0.480, -0.444], [-1.864, -1.331, -0.029], [1.734, 0.916, -0.643], [-0.924, 0.133, -0.540], [0.117, 0.302, 0.489], [-0.149, 0.476, -0.001], [1.117, -0.444, -0.057], [0.079, 0.096, 0.015], [-0.032, -0.362, 0.028], [-0.697, -0.536, 0.336], [0.256, 0.325, 0.178], [0.041, 0.329, 0.084], [0.207, 0.286, -0.088], [0.101, -0.108, -0.071], [-0.002, 0.182, 0.060], [0.010, -0.440, -0.397], [-0.719, 0.671, 0.489], [0.109, 0.414, -0.543], [0.356, -0.459, 0.492], [-0.522, 0.124, -0.159], [0.160, -0.134, 0.311], [0.581, -0.158, -0.208]], "mulliken_charge": [-0.2761, 0.7131, -0.2956, -0.2854, -0.5117, -0.3073, 0.7049, -0.4417, -0.6393, 0.4309, -0.1691, -0.6175, -0.3840, 0.3538, 0.3855, 0.3948, 0.4041, 0.5021, -0.6014, -0.3560, 0.3171, 0.1988, 0.1931, 0.1228, 0.1637]}

=====

Record 3
{"formula": "C8H10BaN2O5", "method": "the ωB97M-V functional and the def2-TZVPD basis", "largest_force_ev_per_a": 14.293, "relative_energy_ev": 12.820, "charge": 2, "elements": ["Ba", "O", "C", "C", "O", "C", "O", "C", "O", "C", "H", "H", "C", "H", "H", "C", "N", "C", "N", "O", "H", "H", "H", "H", "H", "H"], "positions_angstrom": [[0.470, -0.548, -0.109], [1.428, -0.353, 3.024], [1.121, -0.438, 1.935], [-0.401, -0.514, -2.072], [-0.894, -0.465, -3.092], [-0.631, -2.342, 0.341], [-1.228, -3.274, 0.586], [1.570, 1.231, -0.559], [2.128, 2.193, -0.791], [4.642, -3.318, -1.177], [5.434, -2.608, -0.854], [4.483, -4.156, -0.465], [4.179, -3.341, -2.396], [3.597, -4.199, -2.796], [4.548, -2.651, -3.186], [-3.838, 1.804, 2.298], [-3.172, 2.568, 1.234], [-2.102, 2.098, 0.554], [-1.527, 2.855, -0.439], [-1.593, 0.902, 0.834], [-3.370, 0.829, 2.469], [-4.885, 1.648, 2.018], [-3.798, 2.382, 3.228], [-3.536, 3.470, 1.010], [-0.730, 2.488, -0.946], [-1.896, 3.739, -0.647]], "atomic_forces_ev_per_a": [[0.813, -1.222, 0.009], [-0.610, -0.150, -2.127], [3.826, 0.875, 13.126], [-5.890, 0.407, -12.386], [0.955, -0.101, 1.952], [-6.918, -11.365, 2.822], [1.079, 1.819, -0.437], [7.371, 11.866, -3.023], [-1.206, -2.006, 0.530], [1.456, -0.364, 2.118], [-0.826, -0.286, -0.273], [-0.208, 0.723, -0.528], [-0.294, -0.459, -2.546], [0.183, 0.749, 0.512], [-0.441, -0.269, 0.770], [-0.350, 0.151, 0.230], [1.710, -1.465, -0.647], [0.443, -1.903, 0.793], [-0.115, -1.908, 1.296], [-0.184, 2.474, -1.354], [0.040, 0.434, -0.299], [0.231, 0.023, 0.105], [-0.036, -0.158, -0.200], [-0.165, 0.425, -0.125], [-0.599, 0.460, 0.225], [-0.268, 1.247, -0.543]], "mulliken_charge": [2.9768, -0.0803, -0.1102, -0.1298, -0.0898, -0.1647, -0.0789, -0.2220, -0.1080, -0.5244, 0.2637, 0.2643, -0.5008, 0.2609, 0.2609, -0.7779, -0.1943, 0.6944, -0.2645, -0.7687, 0.2539, 0.3095, 0.3113, 0.2089, 0.0286, 0.1809]}